[1]
This record from the OMol25 dataset describes 7 unconnected molecules or ions with the total composition C50H74Br2N6OP at a distorted geometry. The level of theory is wB97M-V/def2-TZVPD.

Its LUMO energy is 2.0 eV. As for the net charge: -1.

Structure (XYZ):
```
134
Properties=species:S:1:pos:R:3:forces:R:3:mulliken_charge:R:1
C 5.33797 2.07994 2.03764 -0.7102 -0.3495 -0.9574 -1.018
C 4.44332 0.93347 1.21667 -0.3161 0.6937 0.0406 0.395
C 4.02268 -0.32802 2.17565 -0.0255 0.4527 0.2797 -0.333
C 2.80861 -1.26806 1.61027 -0.0541 -0.9517 -0.5873 -0.404
C 2.47973 -1.05963 -0.00458 -1.2058 -0.7629 0.8838 1.175
C 3.62093 -1.71485 -0.95922 0.4928 -0.4637 0.9006 -0.579
C 4.18165 -0.80884 -2.18312 0.3676 -0.6694 -0.3924 -0.633
C 3.13741 0.19108 -2.92212 0.3723 0.5877 -1.4354 -0.285
C 2.26921 -0.48060 -4.15964 -0.5418 0.8835 0.0852 -0.808
C 0.86802 -1.20787 -3.66569 0.4308 -0.1586 -0.5226 -0.080
C -0.41026 -0.13275 -3.74668 -0.0866 -2.1271 -0.2855 -0.787
C -1.61201 -0.64306 -2.69166 1.8175 -0.4067 -2.0862 -0.038
C -1.28291 -0.01658 -1.27629 2.0138 0.1511 -0.8190 1.695
P -2.62241 0.18517 0.07224 0.5160 2.9590 0.2791 0.757
O -1.61790 -0.52177 1.34913 1.2543 -0.0780 0.4242 -0.663
C -3.76656 1.30736 -1.03574 -0.5369 2.6925 0.2901 -0.889
C -3.39123 2.91904 -0.73479 -1.4792 -0.2795 -1.2326 -0.200
C -2.20443 3.50032 -1.69975 0.2118 1.6806 1.2314 -0.065
C -0.83186 3.86355 -0.81801 -0.4082 0.5273 -0.3725 -0.686
C -3.54065 -1.43269 -0.28556 -0.9854 -2.3899 1.7840 -0.682
Br -4.93992 -1.34289 -1.78016 0.4793 -0.4705 0.6025 -0.246
C -2.81459 -2.83243 -0.54066 -3.4143 -2.4364 -1.3934 -0.349
C -3.78407 -4.00838 0.18576 -0.1658 0.7063 -0.3038 -0.829
Br -0.98495 -3.29988 -0.03039 -0.1785 0.4148 -0.0682 -0.165
H 4.56300 2.80978 2.56486 1.8989 -1.5646 -0.9161 0.242
H 5.92930 2.67584 1.20946 -1.0625 -1.0159 1.8940 0.318
H 6.07852 1.58952 2.80170 -1.4456 1.0267 -1.4334 0.264
H 3.48403 1.52907 0.82844 1.9861 -1.4704 0.8596 0.076
H 5.01028 0.58312 0.24474 -1.0431 0.5904 2.0677 -0.195
H 3.65684 0.15162 3.20592 0.9754 -1.1456 -2.0882 0.253
H 4.96950 -1.01766 2.36863 -2.0176 1.6376 -0.2742 0.098
H 1.81385 -1.17721 2.25288 2.1051 0.0991 -1.4739 0.304
H 3.13455 -2.41105 1.72243 -0.6297 2.4426 -0.1755 -0.167
H 2.21772 0.06116 -0.19207 0.7025 -2.1025 0.1353 -0.150
H 1.47030 -1.66824 -0.19426 2.1162 1.4764 0.3869 -0.839
H 4.55486 -1.96390 -0.25770 -1.8868 0.4909 -1.5074 0.277
H 3.22210 -2.77357 -1.31309 0.7850 2.2915 0.4869 0.278
H 5.14469 -0.23972 -1.79601 -2.1346 -0.8882 -0.8207 0.230
H 4.58759 -1.56445 -3.01376 -0.8148 1.6495 1.6883 0.287
H 3.79261 1.04684 -3.43803 -1.3184 -1.7730 1.1803 0.349
H 2.37048 0.75018 -2.24312 1.5150 -1.2085 -0.9511 0.012
H 1.91867 0.44377 -4.82863 0.7721 -1.9779 1.3033 0.308
H 2.92268 -1.15934 -4.87615 -1.1877 1.2366 1.7163 0.358
H 0.71756 -2.13218 -4.40405 -0.0755 2.0138 1.5512 0.328
H 0.94710 -1.68736 -2.58727 -0.0330 1.1981 -2.0642 -0.007
H -0.84291 -0.27013 -4.84861 1.0407 0.7706 2.1817 0.263
H -0.03403 0.94815 -3.52110 -0.8158 -1.9340 -0.4869 0.267
H -2.60136 -0.38795 -3.24280 1.5191 -0.2400 1.5523 0.256
H -1.49500 -1.82998 -2.75160 -0.4273 2.4823 0.4029 -0.020
H -0.85501 1.08432 -1.47541 -1.1669 -2.2114 0.4131 -0.642
H -0.33768 -0.57507 -0.80572 -2.0743 1.0014 -1.1394 -1.294
H -3.57743 0.45552 1.10959 -0.4441 -0.1298 0.2990 -0.126
H -1.95584 1.41016 0.43043 0.2684 0.3869 0.0851 -0.142
H -0.87541 0.11728 1.58181 -1.7146 -1.2201 -0.7631 0.309
H -4.90320 1.27905 -0.67584 2.3662 -0.4057 -1.1959 0.419
H -3.59789 1.19478 -2.16589 -0.7904 0.1072 1.5498 0.183
H -3.26057 3.14213 0.41072 0.1526 -0.5268 -2.2284 0.283
H -4.38024 3.51079 -1.05189 2.0522 -1.1065 0.6697 -0.075
H -2.58158 4.56212 -2.09474 0.7864 -2.1841 0.7072 0.148
H -1.97935 2.86757 -2.65847 -0.3864 0.8774 2.0322 0.195
H -0.32498 2.90422 -0.37560 -0.8643 1.8791 -1.0455 0.047
H -1.08562 4.57354 0.10804 0.2897 -1.6020 -2.0551 0.256
H -0.12240 4.51006 -1.50875 -1.1114 -1.5844 1.4892 0.186
H -4.25541 -1.60675 0.66700 1.6930 0.4775 -2.1864 0.591
H -2.92007 -3.09874 -1.70752 0.6569 0.7342 2.7599 0.310
H -3.34619 -5.08369 0.03324 -0.9155 2.1693 0.3258 0.107
H -3.96467 -3.75340 1.32780 0.6702 -0.5656 -2.3104 0.297
H -4.83176 -3.91815 -0.34418 2.0500 -0.3211 1.0056 0.265
N -4.10886 -7.40758 -0.95917 0.0824 -1.0978 -0.1747 -0.296
C -3.17806 -8.09445 -0.26121 -0.6935 0.5525 -0.4780 -0.090
C -2.99396 -9.46409 -0.36294 -0.2271 -0.1386 0.0028 -0.579
C -3.81606 -10.17606 -1.22998 -0.0086 0.0324 -0.0059 -0.150
C -4.78533 -9.49704 -1.96112 0.2347 -0.1367 0.1689 -0.459
C -4.89093 -8.12558 -1.79422 0.4944 0.6515 0.5599 -0.355
H -2.56358 -7.49505 0.40422 -0.0092 -0.0278 -0.0150 0.411
H -2.22852 -9.96360 0.22002 -0.0796 0.0614 -0.1410 0.445
H -3.70233 -11.25105 -1.33536 0.0184 0.1123 0.0171 0.379
H -5.44199 -10.02306 -2.64476 0.0393 0.0646 0.0415 0.355
H -5.62949 -7.55005 -2.34522 0.0415 -0.0570 0.0321 0.342
N 1.30379 6.46918 -0.12638 0.1505 1.0671 0.4407 -0.338
C 1.87630 6.67722 1.07957 -0.3980 -0.2782 -0.8825 -0.377
C 1.95581 7.91814 1.69107 -0.0800 0.2567 -0.1094 -0.337
C 1.41960 9.01542 1.02551 -0.0026 -0.0261 -0.0135 -0.165
C 0.82505 8.83342 -0.21888 0.1231 0.0215 0.2713 -0.531
C 0.79035 7.55312 -0.74760 0.3285 -0.8703 0.3524 -0.106
H 2.28306 5.79072 1.55740 -0.0310 0.0734 -0.0028 0.445
H 2.42484 8.02652 2.66242 -0.0691 -0.0465 -0.0488 0.336
H 1.46434 10.00415 1.47278 -0.0041 -0.0950 -0.0290 0.385
H 0.39851 9.66824 -0.76331 0.0186 -0.0833 0.0268 0.351
H 0.33392 7.35906 -1.71420 0.0084 0.0254 0.0663 0.340
N -5.67724 6.02649 -1.72995 -0.9140 0.3819 -0.5334 -0.366
C -5.64687 6.60904 -2.94859 0.0942 -0.4414 0.9000 -0.084
C -6.77993 6.99551 -3.64641 -0.2567 -0.0562 0.1353 -0.505
C -8.02180 6.76828 -3.06276 0.0000 -0.0039 0.0207 -0.133
C -8.08575 6.16837 -1.80931 0.0289 0.1513 -0.2965 -0.463
C -6.89717 5.82034 -1.18797 0.9512 0.0729 -0.2458 -0.142
H -4.65478 6.76211 -3.36330 -0.0713 -0.0134 0.0053 0.332
H -6.69618 7.46191 -4.62145 0.0136 -0.0501 0.0750 0.337
H -8.93226 7.05644 -3.58012 0.0922 -0.0344 0.0491 0.341
H -9.03805 5.97719 -1.32780 0.0946 -0.0019 -0.0259 0.341
H -6.89438 5.35284 -0.20729 -0.0121 0.0068 -0.0911 0.347
N -0.09305 -10.63681 -0.88969 1.0003 0.0133 -0.5678 -0.219
C 0.26142 -9.46057 -1.45198 -0.3822 -0.7074 0.4475 0.094
C 1.41288 -9.28082 -2.20163 0.1993 -0.2508 -0.0430 -0.735
C 2.25635 -10.37156 -2.38418 -0.0228 0.0275 0.0014 -0.135
C 1.91939 -11.59575 -1.81590 0.0178 0.2312 -0.0895 -0.470
C 0.74468 -11.67808 -1.08571 -0.6019 0.6406 0.1725 -0.286
H -0.42733 -8.63891 -1.27834 0.0609 -0.0267 -0.0560 0.292
H 1.64657 -8.31377 -2.63229 -0.0550 -0.0776 0.0681 0.382
H 3.16857 -10.26874 -2.96464 -0.1030 -0.0063 0.0655 0.365
H 2.55582 -12.46466 -1.93927 -0.0711 0.0605 0.0218 0.350
H 0.43620 -12.61262 -0.62550 0.0627 0.0441 -0.0391 0.353
N 1.62232 8.37310 5.48204 -0.4025 0.9609 0.1638 -0.542
C 0.28866 8.57174 5.39695 0.8788 -0.3160 0.0101 -0.175
C -0.32402 9.79460 5.61914 0.1897 0.2378 0.0810 -0.387
C 0.47736 10.88124 5.95306 -0.0089 -0.0124 -0.0071 -0.171
C 1.85416 10.70778 6.05026 -0.2739 0.0164 -0.0299 -0.379
C 2.37465 9.44705 5.80624 -0.4234 -0.7950 -0.2306 -0.174
H -0.29405 7.69284 5.13684 0.0210 0.0907 0.0012 0.380
H -1.39992 9.89716 5.53436 0.1017 -0.0407 -0.0019 0.369
H 0.03290 11.85526 6.13580 0.0477 -0.1064 -0.0212 0.366
H 2.50595 11.53449 6.30908 -0.0373 -0.0848 -0.0266 0.363
H 3.44348 9.26174 5.86603 -0.0704 0.0476 0.0101 0.361
N 5.25262 -3.29489 3.50758 0.4166 -1.0068 0.4282 -0.098
C 6.44729 -3.41072 4.12782 -0.8447 0.1657 -0.4594 -0.085
C 6.92817 -4.59694 4.65864 -0.1679 -0.1989 -0.0257 -0.676
C 6.13564 -5.73490 4.55170 -0.0327 -0.0033 -0.0179 -0.075
C 4.89935 -5.64700 3.92004 0.3097 -0.0168 0.1556 -0.751
C 4.50625 -4.41706 3.41742 0.3676 0.8534 -0.0330 -0.071
H 7.02725 -2.49444 4.18901 -0.0074 -0.0628 0.0080 0.351
H 7.89686 -4.63258 5.14405 -0.0786 0.0249 -0.0410 0.337
H 6.47849 -6.68247 4.95694 -0.0356 0.1000 -0.0420 0.364
H 4.25798 -6.51539 3.82101 0.0367 0.1001 -0.0072 0.353
H 3.55160 -4.29806 2.91265 0.0621 -0.0413 0.0596 0.346
```
Forces are in eV/Å.


[2]
This record from the OMol25 dataset describes 2 unconnected molecules or ions with the total composition CH5PS at a distorted geometry. The level of theory is wB97M-V/def2-TZVPD.

Its LUMO energy is -1.6 eV. As for the SMILES: P=S.C. The relative energy (zero: lowest compared OMol25 entry of this formula, charge and spin) comes out at 173.7 kJ/mol. As for the net charge: 0.

Structure (XYZ):
```
8
Properties=species:S:1:pos:R:3:forces:R:3:mulliken_charge:R:1
P -0.95932 3.14290 0.74353 0.8023 0.0121 0.9004 0.111
S 0.18840 2.40664 2.14353 -0.6761 0.3709 -0.8226 -0.192
H -0.65887 4.55977 0.88125 -0.1269 -0.3936 -0.0855 0.080
C 0.24446 -2.00055 -0.58603 3.1175 -5.4692 -4.5234 -1.120
H 0.11149 -3.15782 -0.70186 0.1610 2.0239 1.9610 0.250
H -0.03032 -1.88823 -1.58365 -1.7794 1.1416 -2.0076 0.318
H -0.15396 -1.31061 -0.01577 -2.3648 2.5289 3.3875 0.282
H 1.25811 -1.75210 -0.88099 0.8663 -0.2145 1.1902 0.270
```
Forces are in eV/Å.


[3]
This record from the OMol25 dataset describes a single C2H4O2 molecule at a distorted geometry. The level of theory is wB97M-V/def2-TZVPD.

Its LUMO energy is 0.9 eV. As for the SMILES: O=CCO. The relative energy (zero: lowest compared OMol25 entry of this formula, charge and spin) comes out at 127.7 kJ/mol. As for the net charge: 0.

Structure (XYZ):
```
8
Properties=species:S:1:pos:R:3:forces:R:3:mulliken_charge:R:1
O 1.43864 -0.91921 -0.00848 -0.4246 1.3540 -0.2035 -0.527
C 0.90548 0.17921 -0.04704 0.0855 -1.4713 0.6800 0.130
C -0.58674 0.33186 -0.00350 0.6136 -1.1166 0.4805 -0.317
O -1.17191 -0.94721 -0.04169 0.6791 -0.1700 0.1848 -0.520
H 1.44495 1.11398 -0.02919 0.7539 0.4747 -0.1638 0.362
H -0.81316 0.88212 0.93445 -0.1184 -0.0800 -0.4631 0.248
H -0.81882 0.92940 -0.87112 -0.6128 0.3671 -0.3231 0.270
H -0.39846 -1.57015 0.06657 -0.9763 0.6422 -0.1917 0.354
```
Forces are in eV/Å.


no.,E_HOMO (eV),orbital gap (eV)
1,-3.82,5.832
2,-9.04,7.390
3,-10.72,11.575